1.
Density functional theory data (ωB97M-V/def2-TZVPD) for C15H27N5O14S2 as an isolated structure.

Atoms and positions in Å:
S  3.0182  1.9662  1.9715
S  -0.4839  1.9759  -0.5137
O  -1.7420  1.0070  -0.6697
O  -0.4078  2.4480  0.8127
O  4.4626  1.2889  1.8473
O  3.1310  3.0994  2.7919
O  2.0677  0.9582  2.2443
O  -2.3578  4.8475  -5.2070
O  -0.4531  2.9168  -1.5620
O  -0.1246  0.4675  -6.0376
O  0.5911  0.8463  -0.7881
O  2.3135  -2.3495  0.7718
O  1.3723  -2.2613  2.7046
O  -0.3290  0.1095  -3.9147
O  -3.9419  5.9507  -4.2468
O  2.9016  2.3720  0.4500
N  -1.4529  0.1902  5.0351
N  -0.7635  0.1409  -5.0558
N  0.3568  -4.2349  -1.0176
N  2.1453  -2.7465  1.9074
N  -3.1727  5.0192  -4.3198
C  2.8677  -3.9714  2.3459
C  -1.7415  -3.5487  -1.1740
C  4.6549  0.7579  0.5411
C  3.7128  1.5315  -0.3941
C  -1.3698  -0.3704  -0.7855
C  -0.8891  1.0355  4.1359
C  -0.7264  2.2715  4.7310
C  0.0604  -0.3946  -0.3116
C  -3.2412  3.9898  -3.2561
C  -0.2347  -4.4817  0.1876
C  -1.5345  -4.0565  0.1389
C  -0.5672  -3.6795  -1.8616
C  -1.7569  0.8847  6.1902
C  -2.2044  -0.1965  -5.2558
C  -1.2737  2.1531  6.0414
H  -2.6383  3.1544  -3.5933
H  -2.5439  0.3224  -6.1473
H  0.1559  -0.4397  0.7795
H  -2.6546  -3.1586  -1.5932
H  -2.8012  4.3905  -2.3492
H  -0.2869  -3.4151  -2.8668
H  -1.3075  2.9435  6.7749
H  -0.5408  0.6959  3.1745
H  -1.4444  -0.6603  -1.8294
H  3.0344  0.8528  -0.9140
H  -2.1848  0.3927  7.0450
H  -1.9876  -0.9754  -0.1307
H  -2.2185  -4.1068  0.9683
H  -4.2775  3.6903  -3.1490
H  4.1651  2.1690  -1.1479
H  3.8522  -3.7005  2.7082
H  4.3994  -0.3004  0.5661
H  -2.7945  0.1416  -4.4127
H  -1.6316  -0.7907  4.9372
H  0.2858  -4.9900  0.9828
H  -0.0778  3.0218  4.3125
H  2.9655  -4.5905  1.4553
H  -2.2537  -1.2688  -5.4264
H  0.6712  -1.2140  -0.6822
H  2.2476  -4.4818  3.0695
H  1.2891  -4.5187  -1.2530
H  5.6901  0.8996  0.2438

The LUMO energy comes out at -0.32 eV. The value obtained for the relative energy (zero: lowest compared OMol25 entry of this formula, charge and spin) is 0.0 kJ/mol.

2.
Density functional theory data (ωB97M-V/def2-TZVPD) for one molecule with the formula C15H19N3O2S.

Atoms and positions in Å:
S  0.1402  1.0405  0.9676
O  -4.2067  -0.2812  1.6617
O  -1.3463  -0.9605  -0.9484
N  -2.6342  1.0331  0.7860
N  -0.1188  2.6492  -0.9919
N  -1.3559  2.2866  -0.6906
C  -1.9933  -1.8914  -0.1110
C  2.2437  2.3548  -0.4224
C  -1.7252  -0.9938  -2.3073
C  -3.0579  -0.1676  1.3034
C  1.9642  -1.0790  -0.6094
C  -1.2562  -2.2446  -3.0455
C  1.8918  -2.2133  0.1797
C  2.8798  -0.0756  -0.3219
C  2.9324  1.1791  -1.1456
C  3.7231  -0.2310  0.7720
C  -2.0772  -1.3161  1.3105
C  0.7905  2.1198  -0.2608
C  -1.4282  1.4423  0.2831
C  3.6500  -1.3625  1.5634
C  2.7320  -2.3568  1.2696
H  -1.4896  -2.1493  -4.1022
H  2.7022  2.4916  0.5590
H  -0.1818  -2.3700  -2.9328
H  3.9717  1.4593  -1.3293
H  -1.4331  -2.8365  -0.0841
H  -1.0851  -1.0107  1.6361
H  -3.3913  1.6839  0.5979
H  -2.8183  -0.8994  -2.3908
H  -3.0079  -2.0977  -0.4800
H  -1.7528  -3.1316  -2.6587
H  4.3105  -1.4696  2.4115
H  1.1748  -2.9859  -0.0561
H  1.2933  -0.9630  -1.4475
H  2.6736  -3.2403  1.8883
H  2.4412  1.0217  -2.1072
H  2.3706  3.2655  -1.0097
H  -1.2671  -0.1010  -2.7416
H  -2.4629  -2.0832  1.9816
H  4.4437  0.5412  1.0033

The LUMO energy comes out at 0.58 eV. The SMILES is CCOCCC(=O)Nc1nnc(CCc2ccccc2)s1. The value obtained for the relative energy (zero: lowest compared OMol25 entry of this formula, charge and spin) is 180.0 kJ/mol.

3.
Density functional theory data (ωB97M-V/def2-TZVPD) for a 7-piece molecular cluster, C30H80N6O9 overall.

Atoms and positions in Å:
O  17.3098  -12.5231  7.9370
O  25.6986  -21.7543  14.9267
O  18.2818  -19.7602  2.8217
O  16.7886  -15.0756  2.8551
O  23.2273  -8.4695  9.5899
O  21.0139  -14.6125  7.7168
O  23.8544  -19.0724  10.4973
O  21.3885  -21.3482  5.5177
O  17.1970  -10.9043  2.4242
N  18.8993  -10.8440  5.7425
N  18.0231  -20.3829  6.2835
N  21.3369  -10.7903  10.2297
N  24.9851  -21.4050  11.7986
N  15.3249  -13.0802  4.0952
N  19.7024  -15.3345  5.3473
C  23.2696  -17.8507  10.1030
C  22.6260  -19.5370  6.4534
C  18.7229  -19.3690  4.1102
C  13.3976  -14.5045  4.3927
C  17.3606  -15.9704  1.9268
C  16.1511  -13.1936  8.3828
C  22.6195  -20.6480  5.4160
C  22.1175  -9.9086  11.1016
C  24.4877  -22.2975  12.8709
C  20.7485  -16.2198  5.8456
C  25.3411  -20.0379  12.2183
C  17.4350  -11.3750  1.1134
C  21.6468  -15.4897  6.8429
C  24.2813  -19.0254  11.8523
C  24.7393  -21.8629  15.9576
C  25.5177  -22.6924  13.8919
C  17.4959  -12.8048  6.5602
C  17.6041  -19.5381  5.1644
C  15.3801  -15.2198  2.9436
C  21.5458  -16.6865  4.6419
C  18.8613  -12.2832  6.0425
C  17.9993  -10.4267  4.6529
C  14.9238  -14.4787  4.2624
C  19.2906  -19.8122  1.8690
C  17.2445  -18.1985  5.8014
C  21.8859  -13.8988  8.5581
C  22.3259  -10.7150  12.3648
C  18.2417  -11.1956  3.3518
C  23.4478  -9.5873  10.4328
C  24.2556  -8.2667  8.6359
H  18.4471  -15.9912  2.0343
H  22.6631  -10.1325  13.2352
H  25.0353  -7.6323  9.0737
H  17.0161  -17.0001  2.0436
H  23.4763  -21.2915  5.6430
H  23.8551  -10.4700  9.9286
H  21.4206  -10.5441  9.2508
H  19.5614  -12.4698  6.8555
H  23.5826  -19.0126  6.4071
H  21.2844  -13.1698  9.0942
H  24.7493  -9.1815  8.3059
H  22.2597  -16.2418  7.3622
H  22.4790  -17.2195  4.8695
H  19.0592  -15.8410  4.7431
H  15.3325  -14.9685  5.1453
H  24.1915  -21.2726  11.1820
H  19.0244  -12.8642  5.1437
H  16.2808  -14.2789  8.3910
H  18.9328  -18.2895  4.0346
H  18.4707  -11.1733  0.8129
H  16.7063  -12.3790  5.9379
H  14.9617  -16.2322  2.9633
H  25.0830  -22.7281  16.5396
H  16.8134  -10.7418  0.4823
H  26.3474  -19.7623  11.8911
H  25.4751  -19.9452  13.3021
H  19.2548  -11.0256  2.9672
H  23.7112  -22.1214  15.6761
H  23.4095  -19.1316  12.5101
H  24.6469  -20.9569  16.5490
H  17.2155  -15.6685  0.8836
H  20.0713  -19.0446  1.9382
H  18.8735  -19.7368  0.8613
H  25.1244  -23.5946  14.3860
H  24.0129  -17.0592  10.2396
H  13.0487  -13.6737  5.0018
H  20.3806  -10.7782  10.5576
H  22.9251  -11.6191  12.2746
H  23.0580  -17.9576  9.0382
H  21.3797  -11.0355  12.8204
H  16.8239  -17.4546  5.1247
H  22.7578  -13.5347  8.0070
H  12.8752  -14.4572  3.4331
H  24.0442  -23.1176  12.3018
H  14.9567  -14.6671  2.0999
H  23.8501  -7.6961  7.8037
H  21.5835  -8.9781  11.3206
H  21.4651  -22.2077  5.9342
H  24.1858  -9.3130  11.1974
H  15.2633  -12.8125  7.8717
H  22.5508  -19.8832  7.4845
H  21.7382  -18.9661  6.1803
H  18.5865  -10.3449  6.5681
H  16.4291  -18.3733  6.5201
H  22.8124  -20.2480  4.4212
H  21.9651  -15.8839  4.0314
H  19.6712  -19.8212  4.4140
H  21.0267  -17.4271  4.0312
H  22.3796  -14.9425  6.2265
H  22.2490  -14.5699  9.3535
H  16.9336  -10.5209  4.9023
H  17.4402  -13.8952  6.4348
H  18.1351  -21.3583  6.0492
H  13.0717  -15.4473  4.8429
H  17.9248  -17.8250  6.5741
H  20.3397  -17.1130  6.3402
H  16.3359  -13.1577  4.2147
H  24.6520  -18.0270  12.1171
H  16.6995  -19.9090  4.6854
H  19.8237  -20.7734  1.8407
H  22.3271  -17.5745  10.5862
H  23.6245  -21.7855  13.3267
H  17.2537  -12.4498  1.0485
H  19.1232  -15.0780  6.1443
H  18.0803  -9.3475  4.5087
H  26.4120  -22.9902  13.3430
H  15.9302  -12.9682  9.4318
H  18.8659  -20.0388  6.7201
H  15.2956  -12.7060  3.1530
H  18.1582  -12.2902  3.4037

The LUMO energy comes out at 0.54 eV. The SMILES is COC[C@H](C)N.COC[C@H](C)N.COC[C@H](C)N.COC[C@H](C)N.COCCNCCOC.COCCNCCOC.CCO. The value obtained for the relative energy (zero: lowest compared OMol25 entry of this formula, charge and spin) is 211.7 kJ/mol.

4.
Density functional theory data (ωB97M-V/def2-TZVPD) for a 2-piece molecular cluster, C6H10O overall.

Atoms and positions in Å:
O  -0.5202  1.3273  -0.3834
C  0.6965  1.3797  0.1655
C  1.0233  -0.8877  1.1728
C  -2.0748  -0.4527  0.3107
C  -0.8700  -0.0982  -0.5358
C  1.3871  0.2151  0.2388
C  0.4147  -0.8366  -0.2115
H  -2.3736  -1.4763  0.0595
H  2.0364  1.6069  -2.0846
H  0.4043  -0.6095  2.0258
H  1.7388  -1.6777  1.3805
H  0.9954  2.3893  0.4428
H  -2.9215  0.2115  0.1253
H  -1.8261  -0.4292  1.3761
H  0.7497  -1.5859  -0.9310
H  -1.1061  -0.2026  -1.5969
H  2.2462  1.1265  -1.5548

The LUMO energy comes out at 0.76 eV. The SMILES is C[C@H]1OC=C2C[C@H]21.[H][H]. The value obtained for the relative energy (zero: lowest compared OMol25 entry of this formula, charge and spin) is 388.5 kJ/mol.